Here is C33H33N8O6RbS as an isolated structure from OMol25. Energies are from the ωB97M-V functional and the def2-TZVPD basis.

Atoms and positions in Å:
H 4.725 -0.484 -0.291
H -7.503 3.456 3.956
N 0.703 0.163 1.981
H 1.827 -1.498 1.421
S -3.469 1.718 -0.769
N 2.120 0.184 -0.368
N 0.967 -8.363 1.530
H -0.752 -0.233 -3.968
H -0.056 0.513 3.954
C 2.153 1.944 2.838
C -6.268 3.550 2.348
C 3.976 2.778 1.538
C 2.344 -0.343 -2.703
O 0.280 -8.020 2.472
O -0.846 -3.755 0.311
C 1.795 -7.896 -0.729
H 4.230 1.891 -0.391
N -0.130 3.026 0.344
C 3.091 -0.880 -3.742
C -0.338 0.578 2.886
O -0.371 -3.544 -1.881
H 4.811 3.457 1.397
O -3.731 2.408 -2.014
C 2.920 -0.195 -1.403
H 1.559 1.977 3.744
H 1.545 -1.376 3.180
C -5.635 2.332 2.589
C -1.431 3.083 -0.020
N -2.119 4.239 -0.178
H 6.030 -1.412 -2.156
C 0.744 1.472 -2.709
C -4.799 1.779 1.634
C 4.271 -0.574 -1.270
C 4.418 -1.274 -3.567
O -3.743 0.292 -0.750
H 1.204 1.814 -1.785
N -7.088 4.135 3.336
H 2.444 -7.359 -2.694
C 0.403 -5.463 -0.749
C 1.099 -1.220 2.182
H 1.542 4.078 0.847
N -2.010 1.874 -0.202
C 5.001 -1.108 -2.321
H -0.632 1.601 2.656
O 1.604 -9.406 1.506
H -7.799 4.738 2.951
H -4.993 4.152 -0.745
C -5.196 3.650 0.191
C -6.040 4.205 1.141
C 1.035 -7.481 0.355
H -0.226 -5.959 1.230
C -4.579 2.435 0.432
H -5.800 1.819 3.531
C -0.121 5.404 0.414
H 0.401 6.334 0.586
C -0.347 -4.121 -0.775
H 3.468 3.527 3.499
H 1.140 2.050 -3.562
C 1.851 -7.066 -1.836
H 0.404 -1.571 -4.060
C 1.155 -5.864 -1.845
C -1.453 5.362 0.043
C 1.815 1.044 1.846
C 3.656 1.882 0.528
H -1.208 -0.070 2.742
H -2.022 6.282 -0.083
C 3.231 2.827 2.707
C 0.309 -0.484 -4.040
H -6.518 5.161 0.954
H 4.974 -1.701 -4.393
H 2.321 -8.838 -0.690
C 0.499 4.164 0.551
Rb -0.816 -0.893 -0.617
H 0.236 -1.885 2.085
C 0.347 -6.280 0.372
H -0.331 1.654 -2.634
C 2.562 0.986 0.621
H -4.316 0.826 1.809
H 2.634 -1.000 -4.716
H 0.674 -0.073 -4.999
N 0.988 0.045 -2.883
H 1.180 -5.197 -2.698

## Properties
Lowest unoccupied orbital energy in eV: 3.60
Frontier orbital gap in eV: 4.64
Charge: -2
DFT total energy in eV: -70454.2646
Highest occupied orbital energy in eV: -1.0
Energy relative to the best compared isomer or geometry (same formula, charge and spin) in kcal per mole: 5.1



Here is one molecule with the formula CH3FN2O2 from OMol25. Energies are from the ωB97M-V functional and the def2-TZVPD basis.

Atoms and positions in Å:
O 1.112 -1.123 -1.322
N -0.885 0.944 0.654
O -0.656 -1.412 0.675
C -0.377 -0.294 0.321
H -1.711 0.948 1.134
H 0.945 -1.761 -0.598
N 0.588 0.002 -0.735
H -0.660 1.764 0.046
F 1.643 0.933 -0.175

## Properties
Lowest unoccupied orbital energy in eV: 0.39
Frontier orbital gap in eV: 10.85
SMILES: NC(=O)N(O)F
DFT total energy in eV: -10875.0959
Highest occupied orbital energy in eV: -10.5
Energy relative to the best compared isomer or geometry (same formula, charge and spin) in kcal per mole: 3.0



Here is one molecule with the formula C8H10N3OP3 from OMol25. Energies are from the ωB97M-V functional and the def2-TZVPD basis.

Atoms and positions in Å:
H 3.093 -2.460 0.674
H -1.643 -1.571 -0.687
O 0.036 0.574 -1.646
N 1.774 -1.397 -0.464
N 1.417 1.079 0.585
C -3.322 -0.406 -0.284
N 3.992 0.626 0.013
H -0.999 2.548 -0.990
H 2.430 -1.360 2.766
P 2.819 0.798 1.335
C 1.988 -1.051 1.858
C 2.333 -1.685 0.658
H 0.869 -0.713 2.027
C -1.800 1.792 -0.810
C -2.997 1.976 -0.094
P 3.454 0.406 -1.655
H 4.639 -0.139 0.121
H -4.828 1.029 0.327
C -3.827 0.843 0.027
H -4.027 -1.145 -0.176
P 1.424 0.190 -0.758
H -3.219 2.923 0.298
H 3.609 1.753 -1.772
C -1.292 0.547 -1.066
C -1.998 -0.609 -0.721

## Properties
Lowest unoccupied orbital energy in eV: 0.24
Frontier orbital gap in eV: 8.10
SMILES: C1=NP23(Oc4ccccc4)N=[P@]2(C1)NP3
DFT total energy in eV: -42840.5850
Highest occupied orbital energy in eV: -7.9
Energy relative to the best compared isomer or geometry (same formula, charge and spin) in kcal per mole: 13.2



Here is a 2-piece molecular cluster, C3H13N2 overall from OMol25. Energies are from the ωB97M-V functional and the def2-TZVPD basis.

Atoms and positions in Å:
H -0.419 -1.962 1.343
H 0.844 1.527 -2.679
H -0.177 1.565 -1.204
H 0.725 -0.657 -1.900
H -2.673 -1.128 0.524
H -1.450 -0.637 -0.547
N 1.200 -0.043 -1.232
C -1.793 -0.496 0.488
H 1.633 1.954 -1.225
C -0.716 -0.913 1.466
H -2.099 0.546 0.634
H 2.176 -0.299 -1.388
H -1.036 -0.840 2.512
H 1.165 -0.379 2.153
H 0.343 0.872 1.459
N 0.541 -0.120 1.404
H 0.933 -0.340 -0.197
C 0.802 1.348 -1.611

## Properties
Lowest unoccupied orbital energy in eV: -3.17
Frontier orbital gap in eV: 11.08
Charge: +1
DFT total energy in eV: -6295.6652
Highest occupied orbital energy in eV: -14.2
Energy relative to the best compared isomer or geometry (same formula, charge and spin) in kcal per mole: 21.9



Here is a 12-piece molecular cluster, C34H64N4O10S2 overall from OMol25. Energies are from the ωB97M-V functional and the def2-TZVPD basis.

Atoms and positions in Å:
O 13.525 -9.232 -35.101
H 12.517 -5.439 -27.114
H 9.668 -2.526 -36.275
C 9.810 -2.539 -35.198
C 20.095 -7.368 -28.777
O 21.629 -10.048 -29.539
H 11.793 -7.373 -34.759
C 9.070 -8.055 -31.953
H 15.628 -7.214 -29.537
C 13.746 -9.697 -28.495
C 11.100 -3.219 -34.769
H 12.881 -6.326 -33.962
C 14.798 -5.357 -30.173
C 11.518 -5.727 -27.432
O 12.852 -1.457 -33.632
H 14.103 -10.719 -28.417
H 18.049 -3.868 -31.686
H 19.850 -9.592 -31.214
H 18.424 -7.863 -27.435
N 12.965 -2.938 -24.828
H 20.995 -7.854 -26.869
C 10.494 -5.207 -26.539
H 11.885 -6.880 -31.414
H 18.022 -7.955 -29.092
H 16.831 -5.929 -30.002
H 15.116 -7.128 -33.372
O 12.368 -8.970 -26.666
H 18.426 -1.128 -28.505
H 10.489 -0.328 -32.622
C 21.220 -7.913 -27.939
O 21.609 -10.426 -27.051
H 18.778 -4.735 -30.270
H 16.168 -1.642 -36.316
C 10.912 -6.509 -31.082
N 16.599 -0.568 -32.143
N 9.652 -4.815 -25.875
N 14.695 -3.975 -34.841
H 18.864 -10.459 -28.878
H 15.719 -7.158 -34.987
H 20.313 -7.389 -29.845
H 19.110 -9.884 -27.221
H 14.122 -4.515 -32.079
H 16.407 -1.385 -34.553
H 11.050 -5.428 -31.004
C 14.621 -5.392 -31.671
C 10.247 -1.218 -33.199
O 17.025 -3.130 -29.187
H 8.416 -8.051 -31.077
C 18.070 -8.700 -31.970
H 17.657 -7.016 -33.197
C 15.895 -6.158 -29.490
H 14.843 -2.643 -27.340
C 18.867 -1.668 -29.340
C 19.258 -9.646 -28.278
H 13.623 -1.273 -27.466
H 15.569 -5.529 -32.189
C 13.331 -2.652 -25.878
C 12.431 -9.555 -27.718
H 9.790 -8.827 -31.646
O 9.728 -6.119 -33.120
H 8.538 -8.316 -32.860
H 13.722 -1.532 -31.379
H 13.541 -9.458 -29.542
H 16.026 -5.799 -28.473
H 13.002 -6.360 -35.676
C 15.197 -2.966 -35.045
H 14.786 -2.492 -30.402
C 11.244 -10.351 -28.246
C 18.362 -7.292 -32.413
H 11.010 -4.228 -34.367
C 14.600 -1.470 -30.738
C 12.818 -7.010 -34.820
H 13.979 -6.239 -31.920
H 9.467 -1.747 -32.645
H 19.908 -6.322 -28.515
H 11.932 -3.209 -35.471
C 15.193 -7.769 -34.250
H 11.359 -5.515 -28.489
S 11.695 -2.271 -33.294
H 14.400 -0.875 -29.851
H 10.410 -0.381 -35.191
H 11.587 -11.342 -28.547
C 18.837 -8.162 -28.398
H 22.235 -7.537 -28.046
H 19.710 -9.646 -33.020
H 14.783 -1.004 -35.370
H 10.857 -9.854 -29.141
C 15.719 -0.963 -31.521
H 15.742 -8.658 -33.952
C 9.794 -1.102 -34.646
H 10.647 -6.958 -30.127
H 11.486 -6.820 -27.454
H 13.254 -2.942 -27.924
H 8.801 -0.657 -34.719
H 18.773 -10.718 -32.019
C 13.812 -2.313 -27.227
H 19.914 -1.913 -29.138
H 19.365 -7.189 -32.830
H 19.682 -3.492 -31.020
C 19.182 -9.708 -32.069
C 18.656 -3.779 -30.789
C 15.688 -1.606 -35.339
O 16.980 -8.983 -31.526
S 21.132 -9.710 -28.212
H 18.283 -6.610 -31.567
O 11.872 -3.154 -32.155
C 13.804 -8.113 -34.712
O 14.062 -4.698 -29.472
H 8.972 -3.013 -34.684
H 18.996 -0.902 -30.115
C 18.061 -2.861 -29.759
C 9.882 -6.806 -32.136
H 14.409 -8.932 -28.096
H 10.454 -10.437 -27.507

## Properties
Lowest unoccupied orbital energy in eV: 0.17
Frontier orbital gap in eV: 9.74
SMILES: O=S1(=O)CCCC1.O=S1(=O)CCCC1.CC(C)=O.CC(C)=O.CC(C)=O.CC(C)=O.CC(C)=O.CC(C)=O.CC#N.CC#N.CC#N.CC#N
DFT total energy in eV: -84399.4076
Highest occupied orbital energy in eV: -9.6
Energy relative to the best compared isomer or geometry (same formula, charge and spin) in kcal per mole: 13.0



Here is a 2-piece molecular cluster, C3H8NO7PS overall from OMol25. Energies are from the ωB97M-V functional and the def2-TZVPD basis.

Atoms and positions in Å:
O -1.589 2.510 -1.336
O 4.203 1.493 0.113
H 4.708 0.967 0.672
H -1.640 -2.192 0.257
H -0.212 -2.623 -0.511
H 0.095 1.486 0.415
O -3.311 -0.431 -0.407
H 1.055 -1.381 1.287
O 3.576 -1.027 -0.477
C -0.637 -1.880 0.133
C -2.230 0.123 -0.491
C -0.988 -0.727 -0.870
N 0.004 -1.532 1.286
O -0.629 1.884 0.984
O -3.186 2.429 0.585
S 2.932 0.304 -0.599
H -0.475 -0.699 1.599
O 1.819 0.474 0.331
H -1.397 -1.077 -1.883
H -0.143 0.024 -1.014
P -1.957 1.877 -0.074

## Properties
Lowest unoccupied orbital energy (spin up / spin down) in eV: 5.71 / 4.61
Frontier orbital gap (spin up / spin down) in eV: 4.94 / 7.05
Charge: -2
DFT total energy in eV: -39187.0733
Highest occupied orbital energy (spin up / spin down) in eV: 0.8 / -2.4
2S+1: 3



Here is C4H5HgO2 as an isolated structure from OMol25. Energies are from the ωB97M-V functional and the def2-TZVPD basis.

Atoms and positions in Å:
C -1.747 -0.096 0.516
H -3.695 -0.782 1.192
C -2.958 -0.593 0.414
H 1.748 -0.931 1.020
H -0.390 -0.590 0.409
C 1.733 -0.414 -1.075
Hg 0.444 2.527 0.010
H 2.777 -0.225 -1.331
O 1.521 0.959 0.160
C 1.234 -0.378 0.224
O -1.714 1.149 0.358
H 1.046 -0.624 -1.896

## Properties
Lowest unoccupied orbital energy (spin up / spin down) in eV: -1.07 / -1.90
Frontier orbital gap (spin up / spin down) in eV: 6.54 / 5.14
DFT total energy in eV: -12486.7182
Highest occupied orbital energy (spin up / spin down) in eV: -7.6 / -7.0
Energy relative to the best compared isomer or geometry (same formula, charge and spin) in kcal per mole: 188.7
2S+1: 2



Here is one molecule with the formula C17H17NO6 from OMol25. Energies are from the ωB97M-V functional and the def2-TZVPD basis.

Atoms and positions in Å:
C 1.554 -3.831 3.069
H 0.839 3.250 -1.272
C -0.183 2.986 -1.570
H 3.185 2.247 1.159
C 3.188 1.902 2.225
C 0.478 -1.487 1.951
H -2.038 1.709 -3.873
C -0.289 -0.401 -4.207
H -4.166 1.936 -2.966
H 2.362 2.340 2.858
C -0.070 -0.283 1.288
C -1.038 0.708 -2.114
O 2.157 -0.215 3.197
H 4.163 2.054 2.670
H -3.041 -0.066 0.637
H -0.188 -4.679 2.329
C -3.640 1.228 -0.986
O -0.231 0.778 1.859
H -0.843 2.833 -0.707
O 3.326 -0.133 1.213
H 0.173 -1.108 -0.457
C -2.218 1.321 -2.840
C 1.599 -1.439 2.851
C 0.431 -3.848 2.348
C -2.662 0.532 -0.136
C -3.385 1.634 -2.325
H 0.088 0.592 -4.523
C 2.894 0.423 2.200
H -1.041 -2.942 1.278
H 2.983 -2.511 4.022
C -0.122 -2.747 1.811
H 2.034 -4.750 3.467
O -0.577 -0.455 -2.778
N -0.522 -0.574 0.045
O -4.760 1.573 -0.590
H -1.122 -0.646 -4.942
H -0.554 3.671 -2.325
O -0.038 1.757 -2.291
C -1.377 0.246 -0.680
H 0.570 -1.019 -4.337
C 2.081 -2.585 3.441

## Properties
Lowest unoccupied orbital energy in eV: -0.46
Frontier orbital gap in eV: 8.87
SMILES: COC1(OC)C=CC(=O)C=C1NC(=O)c1ccccc1OC(C)=O
DFT total energy in eV: -31676.5964
Highest occupied orbital energy in eV: -9.3
Energy relative to the best compared isomer or geometry (same formula, charge and spin) in kcal per mole: 0.0